No. 1
This record from OMol25 describes C6H12NO6PS as an isolated structure at a distorted geometry. The level of theory is ωB97M-V with the def2-TZVPD basis set.

Cartesian coordinates (Å):
1 C 1.440 -0.348 1.612
2 C 2.204 0.006 0.390
3 C 0.031 0.259 1.584
4 C 1.473 -0.313 -0.940
5 C -0.525 -0.038 0.208
6 C -0.393 0.446 -2.246
7 N 0.279 0.543 -0.915
8 O -1.645 -1.930 -1.316
9 O -0.067 -2.715 0.564
10 O -2.775 1.181 1.563
11 O -2.323 -1.626 1.087
12 O -1.344 2.425 0.143
13 O -3.013 0.836 -0.855
14 P -1.195 -1.779 0.110
15 S -2.084 0.833 0.288
16 H 1.307 -1.414 1.702
17 H 1.979 -0.204 2.534
18 H 2.648 1.012 0.378
19 H 3.192 -0.515 0.536
20 H -0.654 -0.254 2.315
21 H 0.144 1.372 1.715
22 H 2.224 -0.178 -1.812
23 H 1.269 -1.359 -0.746
24 H -0.076 -0.487 -2.789
25 H -1.461 0.449 -2.138
26 H -0.121 1.360 -2.831
27 H -0.516 2.438 -0.143

calculated total energy = -1481.57262 Ha
LUMO energy = 0.2121 hartree
maximum force = 6.6 eV/A
charge = -2
frontier orbital gap = 6.200 eV



No. 2
This record from OMol25 describes one molecule with the formula C6H12NP at a distorted geometry. The level of theory is ωB97M-V with the def2-TZVPD basis set.

Cartesian coordinates (Å):
1 C -1.064 0.646 -1.537
2 C -0.925 -0.021 -0.133
3 P -2.501 0.022 0.876
4 C 0.164 0.804 1.034
5 C 1.651 0.468 0.555
6 C 1.896 -1.010 0.277
7 C 0.750 -1.701 -0.120
8 N -0.468 -1.337 -0.344
9 H -0.223 0.532 -2.231
10 H -1.559 1.671 -1.470
11 H -1.852 0.029 -1.788
12 H -3.380 -0.320 -0.175
13 H -2.733 1.486 0.786
14 H -0.085 0.362 2.041
15 H 0.017 1.852 0.917
16 H 2.441 0.782 1.309
17 H 1.777 1.001 -0.409
18 H 2.240 -1.494 1.227
19 H 2.858 -0.993 -0.377
20 H 0.996 -2.779 -0.438

SMILES = C[C@]1(P)CCCC=N1
calculated total energy = -631.82675 Ha
LUMO energy = 0.0330 hartree
energy relative to the best compared isomer or geometry (same formula, charge and spin) = 75.5 kJ/mol
maximum force = 5.5 eV/A
frontier orbital gap = 9.635 eV